C4H15N2O | the ωB97M-V functional and the def2-TZVPD basis

Atoms and positions in Å:
C -0.58711 1.34928 -1.78608
C 0.16480 0.73920 -0.62098
C 0.48588 -0.74286 -0.69815
C 1.68058 -1.17704 0.17239
N 1.78349 -0.39268 1.42827
N -0.52131 1.06200 0.69060
H -1.31809 2.13135 -1.62460
H 0.10303 1.68951 -2.55499
H -1.18166 0.56166 -2.26113
H 1.13423 1.23716 -0.52434
H 0.68188 -0.98283 -1.74285
H -0.39976 -1.32657 -0.48852
H 1.49531 -2.21892 0.43209
H 2.61057 -1.00731 -0.37155
H 1.66015 -0.99912 2.21960
H 2.61549 0.16325 1.49306
H -1.52138 0.98576 0.53177
H -0.21641 0.44538 1.44122
H -0.41423 2.03676 0.96869
H -3.35680 -1.22158 1.61896
H -2.23286 -1.52172 0.59707
O -2.66579 -0.81068 1.07948

Results
Energy above the lowest of the compared OMol25 structures with the same formula, charge and spin   0.626 eV
Charge   +1
HOMO-LUMO gap   10.8 eV
LUMO energy   -2.82 eV
Molar mass   107.177 g mol⁻¹

---

C8AlB2O16 | the ωB97M-V functional and the def2-TZVPD basis

Atoms and positions in Å:
Al -4.01613 3.66520 3.36319
O 7.57955 7.39645 -0.98625
C 6.61335 6.79577 -1.33921
O 6.24050 5.49941 -0.98508
B 4.95392 5.20298 -1.57679
O 4.76227 6.20569 -2.62604
C 5.66036 7.18294 -2.54302
O 5.69986 8.17878 -3.22682
O 3.98562 5.27409 -0.51041
C 3.32278 4.18578 -0.29936
O 2.38223 3.98730 0.59325
C 3.89252 3.18178 -1.36052
O 4.79520 3.81545 -2.07057
O 3.51139 2.00615 -1.47270
O -3.75330 -2.32454 0.51895
C -3.95767 -3.52141 0.49013
O -4.61265 -4.18133 1.31229
B -4.60238 -5.62311 1.02963
O -3.89151 -5.67403 -0.24036
C -3.38688 -4.53772 -0.56970
O -2.53856 -4.29051 -1.41626
O -3.95485 -6.30284 2.21194
C -4.88170 -7.04912 2.83568
O -4.72175 -7.73397 3.87036
C -6.10349 -7.13640 1.93637
O -5.92620 -6.33169 0.85409
O -7.05256 -7.87118 2.20723

Results
Energy above the lowest of the compared OMol25 structures with the same formula, charge and spin   3.511 eV
Charge   +1
HOMO-LUMO gap   1.1 eV
LUMO energy   -10.76 eV
Molar mass   400.678 g mol⁻¹

---

C3H5BrOS | the ωB97M-V functional and the def2-TZVPD basis

Atoms and positions in Å:
C -0.34947 -0.30750 0.12168
C -0.24508 0.94644 -0.22839
C -1.29602 -0.78226 1.19486
O 1.50813 0.70936 -3.16080
S 1.64222 1.30837 -1.81920
Br 3.22868 0.26481 -0.54995
H 0.43339 -0.99958 -0.11321
H -0.69507 1.88997 -0.00390
H -1.97268 -1.62700 0.82923
H -0.64108 -1.46974 1.84648
H -1.61300 0.06711 1.88320

Results
Energy above the lowest of the compared OMol25 structures with the same formula, charge and spin   3.113 eV
Charge   0
HOMO-LUMO gap (spin up / spin down)   7.9 / 7.9 eV
LUMO energy (spin up / spin down)   -0.85 / -0.85 eV
Molar mass   169.043 g mol⁻¹

---

C3H4N2OS2 | the ωB97M-V functional and the def2-TZVPD basis

Atoms and positions in Å:
S 2.74505 -1.63306 -0.10221
C 1.33340 -0.69700 0.06647
C 1.39026 0.96363 0.04782
N -0.03628 1.20983 -0.40309
C -0.79389 0.01907 -0.06954
N -1.99680 0.02976 0.11481
S -3.20585 -1.25943 -0.10107
O 0.00313 -1.02963 -0.17752
H 2.12613 1.41789 -0.49205
H 1.63059 1.50496 1.00634
H -0.66541 2.08374 -0.02481
H -2.53033 -2.60977 0.13485

Results
Energy above the lowest of the compared OMol25 structures with the same formula, charge and spin   3.333 eV
Charge   0
HOMO-LUMO gap   8.2 eV
LUMO energy   -0.74 eV
Molar mass   148.212 g mol⁻¹

---

C10H10N2O4Sm | the ωB97M-V functional and the def2-TZVPD basis

Atoms and positions in Å:
Sm 0.10380 1.01984 -0.85098
C 0.09891 2.06030 1.36897
O 0.13646 2.44548 2.45739
C 0.15300 3.55589 -0.53113
O 0.16754 4.69009 -0.33842
C -2.18627 1.56782 -0.05401
O -3.25828 1.84212 0.28365
C 2.46354 1.55588 -0.14029
O 3.54065 1.85234 0.15646
C 0.15303 -0.02736 -4.85761
H 1.10065 -0.59538 -4.75621
H -0.79180 -0.59535 -4.73270
C 0.14979 1.27730 -5.18482
H -0.79466 1.84102 -5.32871
H 1.09144 1.83915 -5.35289
C -1.11009 -2.65963 3.60606
N -0.37320 -2.04416 2.51560
C 0.79117 -2.55028 1.92806
C 1.13560 -1.69010 0.90790
N 0.18413 -0.66228 0.86685
C -0.67628 -0.90222 1.88089
H -2.12927 -2.85587 3.27713
H -0.58280 -3.57862 3.86131
H -1.12997 -1.97168 4.44890
H 1.30347 -3.44825 2.23962
H 1.97764 -1.69923 0.21237
H -1.51821 -0.26684 2.11663

Results
Charge   +3
HOMO-LUMO gap (spin up / spin down)   4.1 / 5.5 eV
Multiplicity   6
⟨S²⟩   8.7640
LUMO energy (spin up / spin down)   -14.98 / -13.64 eV
Molar mass   372.560 g mol⁻¹

---

C28H31ClN7O7S2Y | the ωB97M-V functional and the def2-TZVPD basis

Atoms and positions in Å:
Y 0.11988 1.82985 1.02931
O 0.70669 1.55577 3.36397
Cl -0.45105 2.24982 3.93009
O -0.17186 2.74828 5.20917
O -1.57291 1.36521 3.93108
O -0.71834 3.31866 2.96681
C 4.98332 0.51195 1.35761
C 5.17977 1.71605 0.44519
N 4.28111 1.71961 -0.70253
C 4.72987 1.05642 -1.92437
C 4.17349 -0.35063 -2.06967
C 3.05024 2.22876 -0.64555
S 2.51216 2.99085 0.81108
N 2.37813 2.25085 -1.81135
C 1.10232 2.02154 -1.94381
O 0.33498 1.54146 -1.04307
C 0.49613 2.27701 -3.27215
C -0.88729 2.27755 -3.40732
C -1.46105 2.52647 -4.64087
C -0.65664 2.76531 -5.74499
C 0.72442 2.76110 -5.61289
C 1.29950 2.52221 -4.37910
H 5.65455 0.58779 2.21077
H 5.20043 -0.42040 0.84011
H 3.96057 0.47122 1.72169
H 6.19650 1.73866 0.04461
H 5.01962 2.64427 0.99867
H 5.82141 1.03995 -1.89714
H 4.41883 1.67059 -2.77242
H 4.51735 -1.00056 -1.27040
H 4.49537 -0.77532 -3.01770
H 3.08742 -0.33412 -2.05431
H -1.49950 2.08828 -2.53715
H -2.53723 2.53300 -4.74265
H -1.10523 2.95473 -6.70938
H 1.35206 2.94572 -6.47351
H 2.37150 2.52405 -4.25841
N -2.51303 2.03344 1.08966
N -3.10239 3.30612 1.10174
C -2.42253 4.39919 0.69961
N -3.05791 5.57476 0.86743
S -0.92424 4.35000 -0.04158
H -3.00039 1.40752 0.44308
H -2.58926 1.61387 2.02112
H -3.95026 3.41887 1.64451
H -3.87725 5.65641 1.44639
H -2.53179 6.40870 0.67407
O 1.45505 -0.29901 1.19473
C 0.38043 -0.91360 1.14539
N 0.19219 -2.24451 1.10375
C -1.23065 -2.55642 1.09451
C -1.81825 -1.12128 1.03533
O -3.00373 -0.85639 0.95732
N -0.80645 -0.23730 1.09548
C -1.61298 -3.27843 2.37163
C -1.36523 -4.64391 2.46255
C -1.61269 -5.32587 3.63989
C -2.11866 -4.64942 4.73858
C -2.36975 -3.28984 4.65248
C -2.11790 -2.60379 3.47486
C -1.67312 -3.30128 -0.14235
C -2.99792 -3.71838 -0.22832
C -3.44771 -4.37721 -1.35725
C -2.58005 -4.63061 -2.41005
C -1.26343 -4.21355 -2.32806
C -0.81098 -3.54716 -1.19957
H 0.91885 -2.89594 1.34515
H -0.99133 -5.17821 1.59965
H -1.41654 -6.38683 3.69803
H -2.31747 -5.18137 5.65823
H -2.76190 -2.75504 5.50503
H -2.31460 -1.54119 3.42790
H -3.67248 -3.51774 0.59159
H -4.47926 -4.69556 -1.41666
H -2.93234 -5.14947 -3.29056
H -0.58211 -4.40180 -3.14472
H 0.21355 -3.20970 -1.14996

Results
Energy above the lowest of the compared OMol25 structures with the same formula, charge and spin   0.436 eV
Charge   0
HOMO-LUMO gap   8.7 eV
LUMO energy   0.25 eV
Molar mass   766.091 g mol⁻¹

---

Results for energy: -345.92271 -1800.59924 -3164.61716 -1097.73207 -1454.28416 -3290.51024 (in a.u., following the order of the records).